Record 1
{
  "formula": "C28H21Co2N2O8",
  "method": "ωB97M-V/def2-TZVPD",
  "e_homo_ev": -3.802,
  "lumo_energy_ev": 1.48,
  "e_tot_ev": -123988.86812,
  "orbital_gap_ev": 5.3,
  "charge": -1,
  "symbols": ["O", "C", "Co", "C", "O", "C", "O", "C", "C", "C", "C", "C", "C", "C", "C", "C", "Co", "C", "O", "C", "O", "C", "O", "H", "H", "H", "H", "H", "H", "H", "O", "C", "C", "C", "C", "C", "C", "C", "C", "O", "N", "C", "C", "C", "C", "C", "N", "H", "H", "H", "H", "H", "H", "H", "H", "H", "H", "H", "H", "H", "H"],
  "coordinates": [[-2.649, -3.667, -2.207], [-1.563, -3.510, -1.831], [0.100, -3.052, -1.429], [1.145, -4.077, -2.444], [1.806, -4.582, -3.251], [0.029, -2.024, -2.810], [0.043, -1.412, -3.796], [1.166, -1.468, -0.165], [2.074, -0.749, -1.013], [3.423, -1.153, -1.142], [4.239, -0.529, -2.079], [3.747, 0.510, -2.878], [2.424, 0.947, -2.711], [1.595, 0.341, -1.777], [-0.083, -1.556, 0.396], [-1.408, -1.818, 0.159], [1.220, -1.771, 1.651], [1.799, -0.417, 2.590], [2.232, 0.374, 3.315], [2.716, -2.720, 1.638], [3.760, -3.231, 1.627], [0.060, -2.001, 2.950], [-0.679, -2.079, 3.841], [3.801, -1.988, -0.546], [5.271, -0.860, -2.181], [4.378, 0.950, -3.660], [2.024, 1.757, -3.320], [0.572, 0.692, -1.617], [-1.976, -2.177, 1.024], [-1.953, -1.217, -0.584], [2.255, -6.540, 3.060], [2.488, -7.214, 2.064], [3.190, -8.511, 1.917], [3.154, -8.898, 0.586], [3.720, -10.089, 0.167], [4.340, -10.894, 1.134], [4.384, -10.495, 2.483], [3.798, -9.288, 2.890], [2.425, -7.881, -0.200], [2.149, -7.851, -1.391], [2.079, -6.907, 0.755], [1.388, -5.669, 0.424], [-0.054, -5.709, 0.876], [-1.021, -6.456, -0.044], [-2.400, -5.883, 0.351], [-2.076, -4.660, 1.206], [-0.643, -4.370, 0.918], [3.673, -10.348, -0.888], [4.808, -11.834, 0.842], [4.872, -11.129, 3.223], [3.799, -8.932, 3.919], [1.895, -4.837, 0.921], [1.466, -5.546, -0.657], [-0.128, -6.158, 1.895], [-0.785, -6.217, -1.090], [-0.934, -7.544, 0.028], [-2.981, -5.592, -0.528], [-2.981, -6.625, 0.907], [-2.685, -3.805, 0.935], [-2.210, -4.853, 2.288], [-0.214, -3.837, 1.680]]
}

---

Record 2
{
  "formula": "C28H21F5O17S2",
  "method": "ωB97M-V/def2-TZVPD",
  "e_homo_ev": -8.964,
  "lumo_energy_ev": -1.58,
  "e_tot_ev": -99436.30445,
  "orbital_gap_ev": 7.4,
  "charge": 0,
  "symbols": ["O", "S", "O", "C", "C", "C", "C", "C", "C", "C", "C", "O", "S", "O", "O", "C", "F", "F", "C", "F", "F", "F", "H", "H", "H", "H", "H", "H", "H", "H", "H", "C", "C", "C", "O", "C", "C", "C", "O", "O", "O", "H", "H", "H", "H", "C", "C", "C", "O", "C", "C", "C", "O", "O", "O", "H", "H", "H", "H", "C", "C", "C", "O", "C", "C", "C", "O", "O", "O", "H", "H", "H", "H"],
  "coordinates": [[-0.830, 4.238, -1.219], [-1.517, 4.081, -2.503], [-3.095, 3.617, -2.249], [-3.622, 4.183, -1.025], [-5.156, 3.759, -0.968], [-5.179, 2.204, -1.232], [-4.491, 1.321, -0.308], [-4.417, -0.133, -0.487], [-5.081, -0.686, -1.664], [-5.808, 0.186, -2.576], [-5.870, 1.626, -2.382], [-0.858, 2.760, -3.361], [-0.593, 1.415, -2.425], [-0.935, 0.278, -3.265], [-1.467, 1.337, -1.260], [1.201, 1.172, -1.965], [1.577, -0.084, -2.314], [1.940, 2.077, -2.698], [1.518, 1.358, -0.432], [1.529, 2.666, -0.053], [0.768, 0.593, 0.394], [2.822, 0.936, -0.260], [-3.109, 3.706, -0.149], [-3.491, 5.290, -0.932], [-5.631, 4.009, 0.009], [-5.654, 4.265, -1.843], [-3.949, 1.723, 0.584], [-3.849, -0.775, 0.229], [-5.054, -1.781, -1.886], [-6.326, -0.228, -3.472], [-6.411, 2.330, -3.051], [3.809, 3.231, -7.251], [3.647, 2.751, -8.487], [2.715, 1.617, -8.769], [2.584, 1.224, -9.914], [1.997, 1.022, -7.643], [2.161, 1.498, -6.405], [3.074, 2.651, -6.128], [3.181, 3.068, -4.990], [1.510, 0.960, -5.355], [4.313, 3.266, -9.537], [4.478, 4.052, -7.035], [1.340, 0.191, -7.858], [1.796, 1.477, -4.579], [4.021, 2.749, -10.312], [-1.807, 0.445, 4.646], [-0.971, 0.281, 3.615], [-0.077, -0.919, 3.518], [0.658, -1.047, 2.556], [-0.125, -1.897, 4.603], [-0.958, -1.730, 5.634], [-1.869, -0.548, 5.717], [-2.624, -0.445, 6.666], [-1.016, -2.616, 6.644], [-0.901, 1.189, 2.621], [-2.459, 1.303, 4.728], [0.537, -2.751, 4.531], [-1.692, -2.269, 7.258], [-0.232, 0.854, 1.993], [4.868, -4.486, 6.138], [3.801, -4.238, 5.371], [2.703, -5.241, 5.214], [1.739, -4.968, 4.522], [2.839, -6.523, 5.904], [3.908, -6.771, 6.667], [4.992, -5.758, 6.846], [5.939, -6.020, 7.565], [4.057, -7.943, 7.310], [3.667, -3.075, 4.707], [5.668, -3.769, 6.261], [2.047, -7.246, 5.768], [4.904, -7.872, 7.790], [2.818, -3.141, 4.229]]
}

---

Record 3
{
  "formula": "C28H21IrN9O3S",
  "method": "ωB97M-V/def2-TZVPD",
  "e_homo_ev": -2.731,
  "lumo_energy_ev": 2.11,
  "e_tot_ev": -62595.90280,
  "orbital_gap_ev": 4.8,
  "charge": -1,
  "symbols": ["Ir", "C", "C", "C", "C", "N", "C", "N", "C", "N", "C", "N", "C", "C", "C", "C", "C", "N", "C", "C", "C", "C", "C", "C", "H", "H", "H", "H", "H", "H", "H", "H", "H", "H", "H", "H", "N", "C", "C", "C", "C", "C", "C", "S", "O", "O", "N", "C", "N", "C", "C", "C", "N", "H", "H", "H", "H", "H", "H", "H", "H", "H", "O"],
  "coordinates": [[0.000, 0.000, 0.000], [-1.632, 0.425, -3.964], [-2.645, 1.350, -3.766], [-2.861, 1.856, -2.484], [-2.070, 1.439, -1.412], [-1.073, 0.524, -1.624], [-0.879, 0.047, -2.867], [-2.416, 2.049, -0.165], [-1.874, 1.869, 0.999], [-0.868, 1.071, 1.287], [-0.525, 1.090, 2.557], [0.425, 0.408, 3.117], [1.328, -0.523, 2.513], [2.238, -1.088, 3.407], [3.184, -2.015, 2.967], [3.208, -2.370, 1.627], [2.283, -1.779, 0.786], [1.365, -0.884, 1.192], [-1.419, 2.029, 3.224], [-1.509, 2.434, 4.539], [-2.502, 3.370, 4.850], [-3.368, 3.870, 3.851], [-3.255, 3.442, 2.522], [-2.269, 2.520, 2.242], [-1.430, 0.008, -4.942], [-3.264, 1.681, -4.592], [-3.646, 2.581, -2.301], [-0.072, -0.672, -2.951], [2.197, -0.793, 4.449], [3.887, -2.449, 3.669], [3.925, -3.085, 1.245], [2.247, -2.011, -0.273], [-0.832, 2.033, 5.282], [-2.608, 3.717, 5.874], [-4.131, 4.596, 4.115], [-3.902, 3.806, 1.735], [-6.273, -0.138, 4.955], [-5.104, -0.579, 4.312], [-3.941, 0.198, 4.366], [-2.743, -0.281, 3.834], [-2.700, -1.561, 3.277], [-3.830, -2.375, 3.276], [-5.024, -1.886, 3.815], [-1.111, -2.184, 2.664], [-1.301, -3.634, 2.618], [-0.218, -1.762, 3.749], [-0.826, -1.430, 1.297], [-1.353, -1.827, 0.024], [-0.818, -1.416, -1.282], [-1.414, -1.906, -2.376], [-2.495, -2.748, -2.325], [-2.967, -3.058, -1.068], [-2.444, -2.605, 0.088], [-6.347, 0.874, 4.969], [-7.107, -0.583, 4.586], [-3.953, 1.180, 4.826], [-1.840, 0.320, 3.873], [-3.770, -3.383, 2.874], [-5.889, -2.540, 3.843], [-0.977, -1.599, -3.318], [-2.953, -3.146, -3.217], [-3.819, -3.717, -0.942], [1.359, 0.000, -1.178]]
}

---

Record 4
{
  "formula": "C28H21MoN9O3S2",
  "method": "ωB97M-V/def2-TZVPD",
  "e_homo_ev": [-12.564, -12.511],
  "lumo_energy_ev": [-6.66, -7.63],
  "e_tot_ev": -72446.70526,
  "orbital_gap_ev": [5.9, 4.9],
  "charge": 2,
  "s_squared": 2.018,
  "spin_multiplicity": 3,
  "symbols": ["Mo", "O", "C", "O", "C", "C", "C", "N", "C", "C", "C", "C", "C", "C", "C", "N", "C", "C", "C", "C", "C", "N", "H", "H", "H", "H", "H", "H", "H", "H", "H", "H", "N", "C", "C", "C", "C", "C", "C", "N", "C", "C", "C", "S", "C", "N", "H", "H", "H", "H", "H", "H", "H", "N", "C", "N", "O", "H", "H", "H", "H", "S", "C", "N"],
  "coordinates": [[-0.386, 0.625, 0.216], [-2.958, -5.706, 1.141], [-3.083, -4.884, 0.230], [-3.546, -4.919, -0.925], [-2.669, -3.466, 0.596], [-1.559, -3.242, 1.415], [-1.039, -1.982, 1.504], [-1.616, -0.938, 0.871], [-2.795, -1.111, 0.232], [-3.328, -2.355, 0.056], [-3.365, 0.172, -0.211], [-4.643, 0.337, -0.707], [-5.089, 1.619, -0.978], [-4.242, 2.697, -0.755], [-2.964, 2.452, -0.304], [-2.530, 1.212, -0.029], [0.143, -1.572, 2.276], [0.774, -2.366, 3.213], [1.800, -1.819, 3.963], [2.164, -0.496, 3.750], [1.512, 0.222, 2.772], [0.518, -0.300, 2.037], [-1.124, -4.096, 1.920], [-4.209, -2.530, -0.549], [-5.278, -0.525, -0.856], [-6.091, 1.777, -1.356], [-4.555, 3.713, -0.947], [-2.256, 3.260, -0.188], [0.445, -3.384, 3.365], [2.303, -2.414, 4.714], [2.946, -0.024, 4.326], [1.794, 1.243, 2.568], [3.299, 2.446, -0.411], [3.788, 1.250, -0.941], [4.996, 0.944, -1.560], [5.165, -0.371, -1.935], [4.177, -1.346, -1.696], [2.982, -1.032, -1.087], [2.796, 0.300, -0.719], [1.730, 0.938, -0.076], [2.085, 2.202, 0.086], [1.195, 3.086, 0.848], [1.367, 4.330, 1.348], [0.036, 4.757, 2.329], [-0.690, 3.265, 2.034], [0.000, 2.486, 1.240], [3.766, 3.339, -0.432], [5.763, 1.687, -1.730], [6.088, -0.665, -2.417], [4.369, -2.368, -1.994], [2.229, -1.783, -0.890], [2.195, 5.007, 1.205], [-1.647, 2.987, 2.454], [-0.247, -2.563, -2.763], [-0.040, -1.298, -2.400], [0.416, -0.414, -3.287], [-0.279, -0.996, -1.185], [-0.133, -2.879, -3.711], [-0.664, -3.196, -2.097], [0.508, -0.648, -4.261], [0.442, 0.554, -3.015], [-0.088, 4.167, -2.829], [-0.273, 2.816, -2.037], [-0.403, 1.798, -1.432]]
}

---

For reference, maximum force by record: 3.738 6.994 10.085 1.115 eV/A.